The following is a quantum chemistry calculation of 7 unconnected molecules or ions with the total composition H13O7, from the OMol25 dataset.

The frontier orbital gap comes out at 9.86 eV. The HOMO energy is -6.28 eV. As for the charge: -1.

CARTESIAN COORDINATES (ANGSTROEM)
1 O -1.37 1.62 1.68
2 H -0.64 1.54 -0.76
3 H 1.57 -2.50 -0.55
4 H 2.07 0.56 1.22
5 H 0.68 -1.62 0.20
6 O -0.62 -0.21 -0.06
7 H 1.28 -0.05 -2.70
8 H -0.99 -1.66 2.37
9 H 0.14 -0.41 -1.66
10 O 1.19 -2.35 0.33
11 O 1.96 0.58 0.28
12 O -1.52 -1.90 1.71
13 O -0.71 2.35 -1.25
14 H 1.09 0.40 0.24
15 H -1.20 0.81 1.16
16 H 0.18 2.80 -1.19
17 H -1.20 -0.31 -0.74
18 O 0.45 -0.61 -2.57
19 H -0.89 2.22 1.18
20 H -1.45 -1.26 1.11


The following is a quantum chemistry calculation of a molecular structure, C32H39LuN5S, from the OMol25 dataset.

The frontier orbital gap (alpha / beta) comes out at 3.58 / 3.34 eV. The HOMO energy (alpha / beta) is -0.95 / -0.81 eV. As for the charge: -1.

CARTESIAN COORDINATES (ANGSTROEM)
1 H 2.75 -1.53 -1.81
2 C 1.73 0.31 -4.85
3 H -2.58 -0.15 -1.85
4 H -3.32 -0.35 -3.45
5 C -0.52 0.42 -3.69
6 N -1.47 1.06 4.88
7 H 1.08 -2.07 5.23
8 C -0.80 1.30 6.10
9 H 1.54 1.67 3.74
10 H 1.61 -0.18 -5.83
11 H -2.15 4.56 -5.61
12 C -1.48 -3.37 1.83
13 H 2.57 1.02 -4.93
14 H 1.93 2.06 -2.24
15 C 2.83 -1.62 -0.72
16 C 0.27 2.34 -4.96
17 H -2.60 -3.52 3.70
18 C -2.71 -1.52 2.84
19 C 2.24 -0.49 0.04
20 C -2.28 -2.88 2.86
21 N -0.59 -0.85 5.52
22 C 2.67 1.41 -1.75
23 H -3.27 -1.10 3.68
24 H 2.91 0.62 -2.46
25 H -0.68 2.29 6.55
26 C -0.24 -1.07 -1.74
27 H -1.01 5.18 -4.40
28 N -1.52 -1.25 0.62
29 H -0.47 -2.77 4.63
30 H 0.32 0.59 3.61
31 H 3.90 -1.74 -0.50
32 C 0.48 1.04 -4.47
33 N -0.31 -0.86 -3.10
34 H 1.85 -2.66 1.64
35 C -2.20 -0.67 1.75
36 C -1.92 2.40 -3.95
37 H -1.28 -4.46 1.81
38 H -0.41 -2.08 -4.93
39 C 1.85 -1.77 2.24
40 H -0.41 4.67 -6.00
41 C 0.83 1.39 2.99
42 C -2.87 0.39 -2.77
43 H 2.00 -0.47 -4.11
44 C -0.33 -3.07 -2.93
45 C 1.72 -0.55 1.39
46 C -1.22 -0.23 4.50
47 H -0.24 -4.19 -0.51
48 C -0.33 -2.07 -3.83
49 C 2.14 0.86 -0.46
50 C 1.23 3.12 0.49
51 C -1.14 4.44 -5.21
52 H -0.40 -4.14 -3.05
53 H 2.03 3.77 0.83
54 H 0.36 3.38 1.10
55 H -3.65 1.12 -2.51
56 H -0.12 -2.67 6.37
57 H 1.05 -2.02 2.98
58 S -0.82 -0.83 2.93
59 H 0.30 -0.19 7.34
60 Lu -0.37 0.42 -0.11
61 C -0.92 3.04 -4.69
62 N -0.34 -2.45 -1.64
63 C 1.33 0.81 1.74
64 C -0.30 0.12 6.49
65 C -1.73 1.10 -3.44
66 H 0.98 3.44 -0.53
67 C -0.47 -3.12 -0.44
68 H 0.04 2.09 2.84
69 H 2.69 -1.75 2.91
70 C 0.01 -2.17 5.41
71 C 1.60 1.67 0.60
72 H 1.04 2.83 -5.58
73 H 3.57 2.02 -1.61
74 H -1.88 1.80 4.31
75 H -2.44 0.37 1.70
76 C -1.13 -2.57 0.70
77 H 2.35 -2.56 -0.45
78 H -2.87 2.92 -3.79


Values of electronic energy, in order: -14544.6642; -85714.1331, all in eV.
Values of maximum force, in order: 0.1362; 0.1211, all in hartree/bohr.